Entry 1:
The following is a DFT calculation (the ωB97M-V functional and the def2-TZVPD basis) of 5 unconnected molecules or ions with the total composition C3H15NO3.

```
! RIJCOSX wB97M-V def2-TZVPD def2/J DEFGRID3
* xyz 0 1
C 1.21983 -0.28155 1.12705
N 1.40089 -0.75334 -0.22410
C 2.89351 -0.75445 -0.52943
C 0.66796 0.17578 -1.05360
H 1.45071 -0.90391 2.00325
H 1.93016 0.56054 1.16665
H 0.22871 0.26243 1.31365
H 2.95747 -0.93820 -1.59809
H 3.46187 -1.56670 -0.02628
H 3.29559 0.25145 -0.32822
H 0.81973 -0.16692 -2.10075
H -0.38556 0.15378 -0.79268
H 1.04397 1.20559 -0.94985
H -1.64527 2.70851 0.02521
H -1.39951 1.45313 0.96104
O -0.92945 2.16099 0.39630
H -3.24067 -0.89317 -1.48513
H -0.62400 -1.33367 0.70927
O -2.27428 -0.83194 -1.23279
H -2.23643 -0.06095 2.26574
H -2.23582 -0.66216 -0.23446
O -2.03564 -0.03344 1.25840
*
```

## Properties
* DFT total energy: -10980.58334 eV
* HOMO-LUMO gap: 0.2404 hartree

Atom charges from the natural (NBO) analysis, given in e for atoms 1 to 6: -0.508 -0.403 -0.420 -0.425 0.205 0.179

Entry 2:
The following is a DFT calculation (the ωB97M-V functional and the def2-TZVPD basis) of 4 unconnected molecules or ions with the total composition C3H15NO3S.

```
! RIJCOSX wB97M-V def2-TZVPD def2/J DEFGRID3
* xyz 0 1
C 1.37961 -2.13919 0.68655
N -0.05159 -2.13180 0.46686
C -0.35555 -1.69712 -0.92832
C -1.08358 -0.32969 -0.90726
S -2.75078 -0.79206 -1.60700
H 1.93217 -1.21253 0.50637
H 1.91035 -2.88898 0.07059
H 1.65408 -2.25363 1.74671
H -0.45923 -3.02346 0.70284
H 0.55826 -1.49525 -1.49071
H -0.96425 -2.49366 -1.34879
H -1.18885 -0.01226 0.12745
H -0.69433 0.49524 -1.47201
H -3.47985 0.28717 -1.19879
H 0.15859 1.59118 1.41368
H -0.56982 1.50712 2.74204
O -0.70728 1.60281 1.81123
H -0.94671 3.40810 0.35693
H -0.01913 3.69066 -0.76947
O -0.79848 4.07674 -0.35298
H 1.75684 1.59019 -0.73126
H 2.75768 0.85380 -0.02052
O 1.96186 1.36663 0.19586
*
```

## Properties
* DFT total energy: -21821.11656 eV
* HOMO-LUMO gap: 0.3248 hartree
* SMILES string: CNCCS.O.O.O

Atom charges from the natural (NBO) analysis, given in e for atoms 1 to 6: -0.420 -0.633 -0.240 -0.503 -0.098 0.185